# C5H7NO3

A molecular structure, C5H7NO3 in a non-equilibrium geometry (ωB97M-V with the def2-TZVPD basis set, the Open Molecules 2025 dataset).

Structure (XYZ):
```
16
Properties=species:S:1:pos:R:3:forces:R:3
C 0.41430 0.25275 -0.23696 -0.2647 -2.1067 -1.7525
C 0.43454 0.52297 1.28327 -0.6020 0.0210 -1.3845
C 1.25181 -0.94077 -0.66332 0.3279 0.5447 -0.0496
N -1.83267 -0.60471 0.50745 0.7249 1.0937 1.3350
C -1.33081 -0.50727 -0.68503 3.5665 2.4310 -0.0784
C -0.96285 0.90250 1.10022 -3.5793 -0.5767 2.8974
O 0.65316 1.43159 -0.96066 -0.0135 -0.0572 0.1546
O -1.55135 -0.62520 -1.84233 -0.5642 -0.7070 -0.3636
O -1.67369 1.80973 1.34045 0.9964 -0.6040 -0.9176
H 1.37632 1.32171 -1.59036 -0.1444 -0.1787 0.1476
H -2.81517 -0.85769 0.58341 -0.1044 0.3533 0.2431
H 0.56589 -0.36521 1.89058 -0.1604 -0.0648 -0.0788
H 1.07150 1.35284 1.59486 -0.2250 -0.0473 -0.1543
H 1.08202 -1.16878 -1.71380 -0.1173 -0.0191 -0.0719
H 1.00355 -1.82014 -0.06959 0.0358 0.0440 -0.0037
H 2.31344 -0.70430 -0.53820 0.1236 -0.1262 0.0772
```
Positions in Å, forces in eV/Å.

Output
Highest occupied orbital energy (eV): -8.58
Lowest unoccupied orbital energy (eV): 0.67
HOMO-LUMO gap (eV): 9.253
2S+1: 1

=====

# C5H7NO3

2 unconnected molecules or ions with the total composition C5H7NO3 in a non-equilibrium geometry (ωB97M-V with the def2-TZVPD basis set, the Open Molecules 2025 dataset).

Structure (XYZ):
```
16
Properties=species:S:1:pos:R:3:forces:R:3
O 2.17360 -2.92293 1.64650 0.6735 0.0409 0.1754
C 1.21332 -2.50448 1.18267 -1.3436 -0.0397 -0.3708
C 0.05799 -2.13785 0.68817 1.6787 -0.7322 0.6276
C -1.17684 -1.50600 0.85336 -0.3835 1.3403 1.5418
O -1.78930 -0.85053 1.66945 -0.1460 -0.4974 -0.8061
C -0.80119 -1.79175 -0.52777 0.9394 1.8962 0.4540
O -0.43003 -0.84611 -1.43197 -0.4011 -1.6016 -1.1446
H -1.11529 -2.62019 -0.99385 -1.4768 -3.0605 -1.5356
H -0.46040 -0.03508 -0.96239 0.8886 1.8428 0.6756
C 0.76256 2.57600 -0.54221 -0.4339 -2.5069 -0.8401
N -0.04572 1.40793 -0.08491 -0.0639 0.3995 0.8543
H 1.69824 2.57141 0.03266 -0.2213 0.1358 -0.5120
H 0.88916 2.29745 -1.62189 0.5005 1.1107 0.8628
H 0.19435 3.45913 -0.38850 -0.0777 1.1596 -0.1480
H -0.99538 1.45112 -0.43534 -0.1800 0.6755 -0.1009
H -0.17507 1.45188 0.91602 0.0472 -0.1629 0.2666
```
Positions in Å, forces in eV/Å.

Output
Highest occupied orbital energy (eV): -9.47
Lowest unoccupied orbital energy (eV): 0.17
HOMO-LUMO gap (eV): 9.642
2S+1: 1

=====

# C5H7NO3S

2 unconnected molecules or ions with the total composition C5H7NO3S in a non-equilibrium geometry (ωB97M-V with the def2-TZVPD basis set, the Open Molecules 2025 dataset).

Structure (XYZ):
```
17
Properties=species:S:1:pos:R:3:forces:R:3
C 2.37490 0.48861 0.62717 -1.2372 -0.0968 -1.1113
C 1.58054 1.64298 0.36481 -0.6393 -0.7023 0.4339
C 1.72756 -0.58686 0.07196 0.7071 3.8245 1.6088
C 0.40754 1.14341 -0.16867 -0.0372 0.7826 -0.6258
C -2.95435 0.18265 1.22692 -0.9278 0.6100 0.3357
N 0.55377 -0.17973 -0.40586 -1.1056 -1.0337 -0.7999
O -1.69098 -0.77097 -1.56454 0.1513 0.4535 0.3798
O 0.27298 -2.29039 -1.80770 0.1278 0.5789 0.1306
O -1.88155 -0.28115 1.49781 -0.0667 -0.0475 -0.2743
S -0.66187 -1.39964 -0.76170 0.7511 -0.3141 -1.1918
H 3.21171 0.41726 1.23940 1.6039 0.0795 0.4689
H 1.88085 2.65624 0.59486 -0.4611 -0.0856 0.0140
H 2.02584 -1.51163 -0.01725 1.4316 -4.7736 -0.2237
H -0.53086 1.46807 -0.52667 -0.5862 1.3307 -0.0877
H -3.60978 0.59971 2.07430 0.5183 -0.4239 -1.0639
H -3.35044 0.24902 0.15881 0.4245 -0.1193 1.0091
H 0.64414 -1.82758 -2.60364 -0.6545 -0.0629 0.9975
```
Positions in Å, forces in eV/Å.

Output
Highest occupied orbital energy (eV): -8.47
Lowest unoccupied orbital energy (eV): 0.61
HOMO-LUMO gap (eV): 9.087
2S+1: 1

=====

# C5H7NO4

A molecular structure, C5H7NO4 in a non-equilibrium geometry (ωB97M-V with the def2-TZVPD basis set, the Open Molecules 2025 dataset).

Structure (XYZ):
```
17
Properties=species:S:1:pos:R:3:forces:R:3
O 2.03989 -2.71722 -1.52131 -2.6114 1.4473 2.6363
C 1.08426 -2.42793 -0.86135 2.0985 -2.4922 -1.3619
H 0.02924 -2.45035 -1.18375 0.3153 0.5500 0.7750
O 1.14469 -0.61662 0.06609 0.2366 -1.6659 1.8210
C 0.17505 0.30336 -0.01166 0.0446 -0.4489 0.5950
N -1.06349 0.02125 -0.05792 0.0745 -0.1188 0.0952
C -1.83042 1.25536 0.00895 -0.3443 0.1689 -0.3148
C -0.81690 2.39514 0.07218 -0.1307 0.5909 0.1746
O -1.06538 3.57269 0.14079 0.0790 -0.4843 -0.0770
C 0.55676 1.74914 0.06999 0.1559 0.2815 -0.1819
H -2.47868 1.37561 -0.87296 0.1314 -0.0139 0.2432
H -2.48415 1.27928 0.89462 0.1771 -0.0440 -0.2210
H 1.11667 1.99221 0.98520 -0.1331 -0.1008 -0.2603
H 1.15950 2.07551 -0.78967 -0.1298 -0.0589 0.2321
O 1.12787 -2.97980 0.89530 0.1049 2.7542 -1.4492
H 0.24290 -3.30801 1.08986 -0.2336 -0.0251 -0.0028
H 1.06219 -1.51962 1.07564 0.1651 -0.3401 -2.7035
```
Positions in Å, forces in eV/Å.

Output
Highest occupied orbital energy (eV): -9.59
Lowest unoccupied orbital energy (eV): 0.34
HOMO-LUMO gap (eV): 9.931
2S+1: 1

=====

# C5H7NOS

A molecular structure, C5H7NOS in a non-equilibrium geometry (ωB97M-V with the def2-TZVPD basis set, the Open Molecules 2025 dataset).

Structure (XYZ):
```
15
Properties=species:S:1:pos:R:3:forces:R:3
C -0.82575 0.24806 -0.62178 0.2047 -0.2488 0.5860
C 0.70658 0.03988 -0.67356 0.0982 -0.1521 0.4084
C 1.19576 0.75206 0.58899 -1.1385 1.1326 -0.1886
C 0.12438 0.23602 1.54483 -0.0023 -0.4196 -0.3978
C -0.63381 -0.69195 0.60785 -0.0887 0.3086 0.4450
H -1.47485 0.08818 -2.39697 -0.1361 0.1340 -0.6741
H -1.19020 1.26149 -0.44432 -0.1663 0.0797 -0.0512
H 1.30147 0.15330 -1.56579 0.0833 0.0140 -0.3412
H 2.16925 0.45409 0.89004 0.8888 -0.3680 0.2350
H 1.17032 1.85834 0.52710 -0.0042 -0.5097 0.0356
H -1.43502 -1.30094 1.03782 0.2231 0.1629 -0.2119
H 0.08474 -1.88891 -0.85783 0.0630 -0.1086 0.0276
N 0.51997 -1.34402 -0.11588 -0.1138 -0.1071 -0.0960
O -1.55684 -0.43594 -1.60667 0.0790 0.0447 0.2858
S -0.15600 0.57034 3.08618 0.0099 0.0375 -0.0626
```
Positions in Å, forces in eV/Å.

Output
Highest occupied orbital energy (eV): -8.54
Lowest unoccupied orbital energy (eV): 0.04
HOMO-LUMO gap (eV): 8.587
2S+1: 1

=====

# C5H7NOS

C5H7NOS in the gas phase in a non-equilibrium geometry (ωB97M-V with the def2-TZVPD basis set, the Open Molecules 2025 dataset).

Structure (XYZ):
```
15
Properties=species:S:1:pos:R:3:forces:R:3
C -2.65705 0.24968 0.31391 0.3257 -0.6686 0.0871
C -1.18277 0.10530 0.13893 -0.4156 -0.0305 -0.2612
N -0.54313 -0.48685 -0.81108 -0.1708 0.1812 0.2344
C 0.80352 -0.32165 -0.50260 0.1862 -0.0405 0.2392
C 1.90158 -0.87072 -1.34969 -0.1745 0.8764 -0.6251
C 0.87805 0.37691 0.65391 0.6145 -0.0807 -0.1486
S 2.24885 0.93006 1.60681 -0.4382 0.1404 0.2210
O -0.37567 0.66097 1.08095 -0.3620 0.0284 0.0199
H -2.96412 -0.21547 1.25519 -0.0321 -0.0646 -0.1393
H -3.15102 -0.24523 -0.52666 0.0648 0.1427 0.2250
H -2.95369 1.28206 0.37222 -0.0749 0.4962 -0.1212
H 2.50685 -1.58515 -0.82227 0.3930 -0.2444 0.2891
H 1.47817 -1.36558 -2.22093 -0.1045 -0.0481 0.0446
H 2.53151 -0.04642 -1.73951 -0.1076 -0.4620 0.2960
H 1.47893 1.53209 2.55081 0.2960 -0.2259 -0.3610
```
Positions in Å, forces in eV/Å.

Output
Highest occupied orbital energy (eV): -8.11
Lowest unoccupied orbital energy (eV): 0.70
HOMO-LUMO gap (eV): 8.816
2S+1: 1

=====

# C5H7NOS

A molecular structure, C5H7NOS in a non-equilibrium geometry (ωB97M-V with the def2-TZVPD basis set, the Open Molecules 2025 dataset).

Structure (XYZ):
```
15
Properties=species:S:1:pos:R:3:forces:R:3
C 1.63224 0.09400 -1.75646 0.6919 2.0968 -1.4864
C 0.47160 0.98764 -1.90908 -0.0188 -0.4198 2.0175
C -1.48961 -0.83703 2.54190 -0.7904 0.1759 0.6931
C -1.48199 -0.35200 1.31226 -1.1812 -0.3810 0.3701
C 1.96692 -0.61274 -0.68966 2.3427 -1.4618 -1.1457
N -0.41442 -0.11286 0.49799 1.7362 0.1816 -0.0913
O -1.97097 1.52575 -0.71849 2.1533 -0.5436 -0.1345
S -0.62826 0.89493 -0.60171 -1.4628 2.4061 -2.7206
H 2.41101 0.29077 -2.59524 -1.5480 -0.8887 1.2706
H 0.69976 1.94967 -2.42640 -1.2229 -0.7737 0.5817
H -2.49041 -0.96246 2.98945 0.7409 0.0329 -0.1548
H -0.63633 -0.98392 3.18470 0.2333 -0.2694 -0.2362
H -2.39129 -0.07017 0.84307 -1.1545 -0.1468 0.0238
H 2.88470 -1.21728 -0.91269 -0.8177 0.4903 1.0529
H 1.43703 -0.59428 0.24036 0.2980 -0.4987 -0.0404
```
Positions in Å, forces in eV/Å.

Output
Highest occupied orbital energy (spin up / spin down) (eV): -8.38 / -8.38
Lowest unoccupied orbital energy (spin up / spin down) (eV): -0.80 / -0.80
HOMO-LUMO gap (spin up / spin down) (eV): 7.581 / 7.579
2S+1: 1

=====

# C5H7NOS

C5H7NOS in the gas phase in a non-equilibrium geometry (ωB97M-V with the def2-TZVPD basis set, the Open Molecules 2025 dataset).

Structure (XYZ):
```
15
Properties=species:S:1:pos:R:3:forces:R:3
C -1.50549 0.04832 -0.45527 -0.7581 2.1773 -2.3111
C -1.18638 -1.21010 -0.47054 0.7955 -2.3391 -0.1787
C 1.76318 0.80114 -0.42107 -0.7636 -0.0235 -1.0840
C 1.90707 -0.49085 -0.16152 1.5797 -0.8170 0.0053
C -1.34729 0.82884 0.78521 -1.8262 0.8240 1.0652
N -0.83018 -0.08148 1.71645 0.5887 -1.2953 2.4917
O 1.12124 -1.44843 0.35090 -0.0750 -0.8923 0.6079
S -0.42414 -1.43861 1.16654 0.2404 0.6581 -1.1064
H -1.68252 0.62528 -1.35677 -0.4868 -0.2682 -0.1690
H -1.04156 -1.97793 -1.29788 -0.4397 1.3730 1.2904
H 2.60013 1.26145 -0.95546 -0.4129 0.0415 0.4450
H 0.76476 1.25184 -0.48851 0.8100 0.1117 0.3617
H 2.87862 -1.00244 -0.34989 -0.5129 0.7349 0.0842
H -0.61882 1.66661 0.68317 -0.9885 -0.1301 -0.1316
H -2.39861 1.16636 1.25464 2.2495 -0.1549 -1.3707
```
Positions in Å, forces in eV/Å.

Output
Highest occupied orbital energy (eV): -8.99
Lowest unoccupied orbital energy (eV): 0.66
HOMO-LUMO gap (eV): 9.658
2S+1: 1

=====

The energy above the lowest of the compared OMol25 structures with the same formula, charge and spin results, record by record, are as follows: 86.74; 113.87; 42.77; 66.41; 53.92; 10.95; 133.56; 101.93 kcal per mole.